# 1
# C21H26B2N6O2Tc

A molecular structure, C21H26B2N6O2Tc (the ωB97M-V functional and the def2-TZVPD basis, the OMol25 dataset).

ΔE to the lowest compared entry with this formula, charge and spin   19.8 kJ/mol
Total charge   +2
LUMO level (alpha / beta)   -8.36 / -8.76 eV
Multiplicity   2
Expectation value of S²   0.76

The geometry in XYZ format:
```
58
C21H26B2N6O2Tc the ωB97M-V functional and the def2-TZVPD basis
Tc -0.5141 0.4047 -0.2720
C -3.5628 -1.1496 0.3990
C -2.3144 -1.8316 0.8347
C -2.1216 -2.9805 1.5767
C -0.7373 -3.1994 1.6198
C -0.0212 -4.2730 2.3495
N -0.1407 -2.2250 0.9206
N -1.0987 -1.3810 0.4508
B 1.3208 -2.0930 0.3922
N 1.2037 -1.8180 -1.1262
N 0.5368 -0.7156 -1.5136
C 0.6248 -0.5811 -2.8513
C -0.0251 0.5585 -3.5598
C 1.3692 -1.6448 -3.3294
C 1.7207 -2.4111 -2.2126
C 2.5172 -3.6597 -2.1761
N 1.9986 -0.8396 0.9661
N 1.7246 0.3820 0.4214
C 2.5166 1.2950 0.9982
C 2.4486 2.7303 0.6167
C 3.3439 0.6440 1.9082
C 2.9783 -0.7014 1.8727
C 3.5328 -1.8071 2.6932
H -4.4158 -1.5258 0.9568
H -3.7421 -1.3434 -0.6607
H -3.4996 -0.0672 0.5456
H -2.8804 -3.6020 2.0197
H -0.7412 -4.9389 2.8167
H 0.6161 -3.8458 3.1249
H 0.6144 -4.8577 1.6844
H 1.9327 -3.0786 0.6204
H -0.4628 1.2779 -2.8549
H -0.8140 0.1994 -4.2205
H 0.6983 1.0879 -4.1780
H 1.6279 -1.8436 -4.3549
H 2.7865 -3.9523 -3.1868
H 1.9570 -4.4733 -1.7146
H 3.4313 -3.5206 -1.5975
H 1.6627 2.8888 -0.1237
H 3.4000 3.0544 0.1964
H 2.2467 3.3558 1.4860
H 4.1166 1.0805 2.5170
H 4.3927 -1.4494 3.2524
H 3.8466 -2.6469 2.0730
H 2.7851 -2.1740 3.3983
O -1.6882 1.1034 2.1108
B -0.3779 0.8781 1.7766
O 0.4636 0.9635 2.8300
C -0.3453 1.2684 3.9162
C 0.0036 1.4352 5.2370
C -1.0459 1.6584 6.1193
C -2.3715 1.7131 5.6890
C -2.7140 1.5680 4.3507
C -1.6679 1.3510 3.4832
H 1.0305 1.3954 5.5714
H -0.8315 1.7728 7.1724
H -3.1527 1.8593 6.4213
H -3.7394 1.6170 4.0128
```


# 2
# C51H54BF13N2O28PS

6 unconnected molecules or ions with the total composition C51H54BF13N2O28PS (the ωB97M-V functional and the def2-TZVPD basis, the OMol25 dataset).

Total charge   +1
LUMO level   -3.21 eV
Multiplicity   1

The geometry in XYZ format:
```
151
C51H54BF13N2O28PS the ωB97M-V functional and the def2-TZVPD basis
C 1.6399 -1.9923 3.5159
C 0.1736 -1.5974 3.5872
O -0.4063 -1.9393 2.3249
C -1.7486 -1.6094 2.0493
C -2.4246 -2.8923 1.5621
B -1.7273 -4.1854 2.1861
O -2.1791 -4.6554 3.3768
O -0.7327 -4.8608 1.4866
O -2.3529 -1.2355 3.2695
C -3.4668 -0.3435 3.3570
P -5.1521 -1.2093 3.4615
C -4.6364 -2.7803 4.2320
O -5.5402 -1.6295 1.9032
C -3.2486 0.9022 2.4725
C -2.0696 1.6227 3.2202
C -1.5351 2.9441 2.6591
C -0.2450 3.3093 3.3731
F -0.4686 3.4896 4.6986
F 0.6338 2.2518 3.2751
C 0.5792 4.5003 2.8043
F 0.9984 4.1556 1.5872
F 1.6488 4.6632 3.5877
S -0.3150 6.1700 2.6374
F -1.4219 5.7041 3.6835
F -1.1675 5.5309 1.4556
F 0.7808 6.6445 1.6060
F 0.5054 6.8148 3.8155
F -1.0973 7.5116 2.4402
C -4.3500 1.9989 2.4121
C -5.8372 1.7281 2.4913
F -4.0722 2.6791 1.2016
N -2.8377 0.5119 1.0618
C -3.9979 0.0737 0.2214
O -3.7685 0.6715 -1.0315
C -4.8929 0.9061 -1.7732
F -5.6149 1.8863 -1.2588
F -5.6657 -0.1821 -1.8074
F -4.5168 1.2158 -2.9764
C -1.6748 -0.4553 0.9617
C -1.5287 -0.9770 -0.4586
C -0.3372 -1.8796 -0.7332
C 1.0013 -1.2201 -0.9857
O 1.7957 -2.1781 -1.6472
C 3.1813 -1.8974 -1.5298
O -0.4600 0.2800 1.2600
C -0.1939 1.2405 0.4365
N 0.0595 2.0428 -0.3451
H 2.2050 -1.3938 4.2205
H 1.7848 -3.0620 3.6473
H 1.9985 -1.7511 2.5141
H -0.3024 -2.1504 4.3936
H 0.1318 -0.5304 3.7901
H -3.4684 -2.9176 1.8616
H -2.4076 -3.0636 0.4919
H -1.8019 -5.5268 3.5541
H 0.1221 -4.5494 1.8109
H -3.4241 0.0351 4.3776
H -5.4445 -3.0436 4.9102
H -3.7293 -2.6621 4.8138
H -4.5335 -3.5835 3.5078
H -5.6333 -2.5810 1.7757
H -1.2781 0.9196 3.4458
H -2.5012 1.8686 4.1875
H -1.4200 3.0164 1.5834
H -2.2376 3.7296 2.9246
H -4.1550 2.7343 3.1878
H -6.1023 1.5211 3.5247
H -6.3440 2.6512 2.2225
H -6.2098 0.8977 1.9029
H -2.5657 1.3992 0.6086
H -4.9289 0.4107 0.6507
H -4.0448 -1.0064 0.1722
H -2.3954 -1.5712 -0.7271
H -1.5663 -0.1555 -1.1725
H -0.5834 -2.3854 -1.6641
H -0.2129 -2.6759 -0.0128
H 0.9100 -0.3022 -1.5730
H 1.4881 -0.9578 -0.0383
H 3.4187 -0.9760 -2.0594
H 3.4890 -1.8359 -0.4831
H 3.7160 -2.7213 -1.9933
C -1.4468 -5.0857 -3.5914
C -0.4761 -5.2764 -2.6861
C 0.8333 -5.9381 -3.0376
O 1.6541 -6.0450 -2.1465
C 1.0275 -6.4014 -4.3969
C 0.0566 -6.2120 -5.3032
C -1.2421 -5.5270 -4.9563
O -2.0527 -5.3766 -5.8518
O 0.1498 -6.5988 -6.5648
O -0.5693 -4.8826 -1.4282
H -2.3834 -4.6019 -3.3494
H 1.9615 -6.8881 -4.6390
H -0.6852 -6.3373 -6.9981
H 0.2753 -5.1110 -0.9924
C 4.2635 5.1501 -2.0788
C 4.4133 5.3019 -3.4032
C 3.2304 5.4413 -4.3310
O 3.4685 5.5888 -5.5136
C 1.8948 5.3914 -3.7650
C 1.7467 5.2400 -2.4415
C 2.9304 5.1188 -1.5127
O 2.6920 5.0019 -0.3250
O 0.5693 5.1875 -1.8343
O 5.5882 5.3480 -4.0048
H 5.1036 5.0537 -1.4056
H 1.0548 5.4822 -4.4390
H 0.7638 5.0708 -0.8835
H 5.4051 5.4619 -4.9578
C -1.6851 -1.8437 -5.4134
C -1.6933 -1.7347 -6.7514
C -2.9633 -1.4650 -7.5234
O -2.8658 -1.3647 -8.7287
C -4.2095 -1.3464 -6.7867
C -4.1959 -1.4630 -5.4536
C -2.9233 -1.7067 -4.6863
O -3.0051 -1.7885 -3.4680
O -5.2856 -1.3772 -4.6993
O -0.6134 -1.8497 -7.4986
H -0.7815 -2.0365 -4.8508
H -5.1163 -1.1700 -7.3473
H -4.9885 -1.5009 -3.7796
H -0.9012 -1.7254 -8.4250
C 4.1707 -0.0090 8.8958
C 3.6505 -0.3968 7.7247
C 2.5420 0.3693 7.0489
O 2.1422 -0.0533 5.9733
C 2.0132 1.5451 7.6987
C 2.5301 1.9364 8.8744
C 3.6557 1.1836 9.5433
O 4.0646 1.6258 10.5969
O 2.1110 2.9954 9.5389
O 4.0607 -1.4734 7.0669
H 4.9666 -0.5501 9.3872
H 1.2109 2.0798 7.2104
H 2.6577 3.0502 10.3481
H 3.5269 -1.5221 6.2537
C 6.6710 1.6856 -5.9423
C 5.6082 1.4241 -5.1712
C 5.6223 0.3368 -4.1284
O 4.6050 0.1985 -3.4682
C 6.8133 -0.4659 -3.9740
C 7.8802 -0.2099 -4.7474
C 7.8775 0.8962 -5.7765
O 8.8980 1.0583 -6.4143
O 9.0105 -0.8876 -4.6792
O 4.4607 2.0842 -5.2495
H 6.6719 2.4647 -6.6911
H 6.8075 -1.2529 -3.2334
H 9.6104 -0.4927 -5.3426
H 3.8744 1.6862 -4.5777
```


# 3
# H26O13

13 unconnected molecules or ions with the total composition H26O13 (the ωB97M-V functional and the def2-TZVPD basis, the OMol25 dataset).

ΔE to the lowest compared entry with this formula, charge and spin   509.4 kJ/mol
Total charge   0
LUMO level   -0.34 eV
Multiplicity   1

The geometry in XYZ format:
```
39
H26O13 the ωB97M-V functional and the def2-TZVPD basis
H 0.9731 0.0555 0.5414
H 0.5794 -0.4762 -0.8269
H 3.1738 0.4695 5.1537
H 1.9491 -0.2006 4.5528
H -1.1467 1.1822 3.6041
H -2.6006 0.8333 3.3314
H 1.3074 -2.7322 0.8975
H 2.0806 -2.8025 -0.4092
H -3.1441 -1.1411 -1.2564
H -3.3676 -2.3899 -0.4194
H -0.3307 -5.6693 -2.3790
H 0.0377 -4.2492 -2.7760
H 0.2025 0.2042 -3.6190
H -1.2140 0.2134 -4.1699
H -1.6056 0.7121 0.8784
H -1.7014 2.1209 1.4406
H 0.4062 5.3107 0.9709
H 0.9400 4.3366 -0.0665
H -3.1191 0.1097 -2.5363
H -3.1796 1.6143 -2.7431
H 4.1966 -2.1647 2.4600
H 2.6880 -2.3490 2.4422
H 1.4920 2.1756 -5.2903
H 1.2548 1.6156 -3.8974
H 1.6474 1.4954 1.6095
H 1.0693 2.8859 1.8154
O 0.6997 0.3447 -0.3364
O 2.5894 0.5007 4.3879
O -1.8488 0.5821 3.8797
O 2.1130 -2.4159 0.4732
O -3.8150 -1.7959 -1.0326
O -0.2256 -4.7821 -2.0173
O -0.3255 -0.1062 -4.3632
O -1.5396 1.2075 1.7025
O 0.1625 4.8621 0.1533
O -3.6276 0.8908 -2.2906
O 3.5047 -2.7914 2.6999
O 1.1790 1.3882 -4.8309
O 0.8103 1.9704 1.6609
```


| no. | electronic energy (a.u.) |
| --- | --- |
| 1 | -1424.8812 |
| 2 | -6254.4279 |
| 3 | -993.5792 |